No. 1
ORCA calculation (ωB97M-V/def2-TZVPD) on C32H77Br3Cl3O20P5 as an isolated structure in a non-equilibrium geometry.

Each line ends with the Löwdin charge.
Geometry (Å):
1 H -8.757 7.321 1.235  0.073
2 H -5.238 6.761 -4.797  0.120
3 O -6.453 -2.275 1.577  -0.173
4 O -4.364 -1.144 -7.474  -0.224
5 C 1.438 5.974 7.073  -0.065
6 C -6.157 -0.629 -5.117  -0.274
7 H -5.891 -5.187 -6.463  0.118
8 C -4.572 8.533 -3.813  -0.075
9 C -10.261 -1.913 1.365  -0.279
10 H -5.024 9.406 -3.339  0.080
11 H -10.293 6.225 -2.076  0.088
12 H -4.847 0.835 -4.342  0.068
13 H -10.532 6.746 -3.793  0.122
14 H -1.870 -1.765 -4.083  0.117
15 C -1.165 6.885 2.314  -0.242
16 C -1.181 -0.664 -5.846  -0.057
17 Br -4.429 1.230 -0.660  0.640
18 O 0.946 1.720 2.618  -0.175
19 H 2.262 1.127 4.741  0.080
20 H -1.208 5.210 3.685  0.070
21 H -0.773 -1.435 -6.495  0.078
22 C -8.029 7.986 0.764  -0.065
23 O 1.713 8.815 4.137  -0.224
24 H -6.114 7.520 -0.259  0.122
25 H -9.795 -6.094 2.554  0.078
26 H -0.063 9.634 6.311  0.122
27 H -5.085 -1.081 3.506  0.080
28 H -10.159 -1.021 1.998  0.095
29 H 0.930 6.717 7.687  0.070
30 O -8.912 -2.238 0.980  -0.181
31 H 1.727 5.246 5.103  0.101
32 C -4.024 -5.390 -5.428  -0.067
33 H -6.252 0.002 -6.001  0.116
34 H 2.691 2.762 4.340  0.078
35 Cl -7.862 2.708 -1.171  0.498
36 O -2.946 -2.318 -5.686  -0.187
37 H -3.035 2.718 0.774  -0.067
38 H 1.668 2.455 5.780  0.075
39 H -9.746 3.890 -3.058  0.024
40 H 0.635 2.273 -0.364  0.116
41 Br -5.218 3.980 0.714  0.594
42 C -5.640 7.517 -4.120  -0.280
43 H 0.254 1.180 -2.621  0.075
44 H -4.135 -0.778 2.103  0.056
45 H -6.399 8.036 -4.711  0.116
46 C 1.610 6.226 5.566  -0.239
47 H -1.276 7.411 6.860  0.054
48 H -3.409 -4.772 -4.772  0.068
49 C -9.994 6.077 -3.114  -0.280
50 O -0.877 8.952 4.507  -0.181
51 H -4.340 -6.203 -4.774  0.079
52 H -1.029 -1.536 1.226  0.107
53 O -8.007 8.712 -2.549  -0.226
54 H -2.234 8.772 7.548  0.081
55 H 2.528 6.790 5.415  0.113
56 H -7.057 -0.297 1.694  0.071
57 H -2.764 8.119 6.061  0.085
58 C 0.634 2.297 3.901  -0.246
59 H -4.970 0.563 2.772  0.074
60 H 2.442 5.923 7.499  0.078
61 H -2.010 4.856 2.284  0.070
62 C 0.345 -2.708 2.437  -0.055
63 O -5.270 -1.728 -5.098  -0.173
64 H -0.469 -0.177 -5.174  0.061
65 H -6.919 6.258 0.689  0.052
66 C -5.763 0.354 -3.993  -0.086
67 C -10.398 4.636 -3.498  -0.090
68 C -5.232 -4.560 -5.848  -0.271
69 H -9.478 -6.164 4.332  0.079
70 H -7.736 -4.397 4.155  0.109
71 O -8.131 -2.061 3.484  -0.232
72 P -7.897 -2.660 2.151  0.449
73 C -1.857 8.298 6.637  -0.068
74 H -1.237 6.949 1.224  0.117
75 C -6.145 -0.886 1.549  -0.309
76 H 0.324 3.333 3.776  0.088
77 C -11.108 -1.737 0.117  -0.054
78 H -10.735 -2.548 2.124  0.112
79 H 0.720 -2.659 3.453  0.078
80 C -0.182 0.809 -1.690  -0.067
81 O -7.925 -4.286 2.080  -0.180
82 C -5.084 -0.503 2.585  -0.058
83 H -3.681 8.176 -3.296  0.075
84 C 1.891 2.150 4.758  -0.064
85 C -7.078 7.077 -0.016  -0.277
86 C 0.803 1.216 -0.585  -0.237
87 H -1.505 0.160 -6.483  0.074
88 H -5.889 -4.304 -5.014  0.118
89 H -10.453 4.606 -4.588  0.074
90 C -2.298 -1.287 -4.962  -0.247
91 H 1.033 -2.507 1.619  0.075
92 H -6.490 1.156 -3.866  0.069
93 C -1.021 9.313 5.889  -0.272
94 H -0.167 1.722 4.370  0.118
95 H -12.060 -2.248 0.234  0.074
96 H 1.852 1.105 -0.853  0.121
97 P -7.725 7.262 -2.531  0.405
98 H -10.186 -4.783 3.592  0.069
99 H -2.944 -0.448 -4.699  0.100
100 Cl -10.258 4.065 -0.127  0.594
101 H -7.180 -0.972 -4.948  0.116
102 H -7.383 -5.915 3.231  0.117
103 P -0.139 0.847 1.841  0.417
104 H -1.762 -1.968 2.729  0.114
105 C -8.740 3.276 0.286  -1.512
106 H 0.860 5.055 7.173  0.070
107 C -3.724 2.938 -0.034  -1.492
108 H -0.248 4.828 2.306  0.075
109 O -4.835 -3.551 -6.774  -0.154
110 C -8.009 -5.023 3.306  -0.269
111 O 0.668 0.359 0.560  -0.182
112 H -0.328 -0.270 -1.761  0.076
113 C -0.805 -1.691 2.287  -0.249
114 Br -2.891 3.885 -1.532  0.568
115 O -6.264 6.880 -3.010  -0.168
116 H -5.861 -0.632 0.526  0.039
117 H -7.557 8.618 1.512  0.079
118 H -11.446 4.483 -3.227  0.074
119 C -9.426 -5.554 3.423  -0.084
120 H -4.165 8.930 -4.748  0.080
121 O -7.826 6.528 -1.111  -0.207
122 O -0.262 -0.450 2.769  -0.190
123 P -4.366 -2.111 -6.362  0.390
124 H -1.999 7.470 2.699  0.119
125 H -1.586 10.254 5.891  0.118
126 H -10.605 -2.183 -0.740  0.080
127 O 0.406 6.821 5.066  -0.196
128 Cl -8.991 1.864 1.314  0.562
129 H -3.513 -5.681 -6.341  0.084
130 H -1.190 1.220 -1.631  0.030
131 O -1.453 1.458 1.540  -0.242
132 C -1.121 5.404 2.608  -0.076
133 H -8.609 8.591 0.066  0.071
134 H -8.120 3.995 0.806  -0.034
135 O -8.632 6.312 -3.435  -0.168
136 H -5.583 -0.160 -3.051  0.039
137 H -0.037 -3.707 2.206  0.076
138 O 0.071 7.504 2.681  -0.168
139 P 0.434 8.095 4.115  0.407
140 H -11.185 -0.667 -0.069  0.070

Max |F| (eV/A): 2.68
Molar mass (g mol⁻¹): 1282.89
HOMO energy (Eh): -0.378
Orbital gap (eV): 10.0

No. 2
ORCA calculation (ωB97M-V/def2-TZVPD) on a 2-piece molecular cluster, C4H4N2 overall.

Each line ends with the natural charge from an NBO analysis.
Geometry (Å):
1 C -0.384 -1.453 -0.006  0.069
2 C 1.741 -0.587 -0.088  0.236
3 C 0.041 0.576 0.110  0.436
4 C -0.992 -0.172 0.127  -0.266
5 H -2.193 2.472 0.140  0.000
6 H -2.300 3.205 0.064  -0.005
7 H 2.815 -0.716 -0.169  0.208
8 N 1.290 0.710 0.035  -0.443
9 N 0.948 -1.639 -0.110  -0.445
10 H -0.984 -2.361 -0.030  0.209

Max |F| (eV/A): 0.47
Molar mass (g mol⁻¹): 80.09
HOMO energy (Eh): -0.372
Orbital gap (eV): 9.9
SMILES: C1=C=NC=NC=1.[H][H]
ΔE to the lowest compared entry with this formula, charge and spin (kJ/mol): 426.19

No. 3
ORCA calculation (ωB97M-V/def2-TZVPD) on one molecule with the formula C19H21N3O3 in a non-equilibrium geometry.

Each line ends with the natural charge from an NBO analysis.
Geometry (Å):
1 H 1.233 3.365 0.533  0.215
2 C 1.114 -1.171 -0.924  -0.200
3 H -0.693 0.602 -4.640  0.176
4 H -0.617 2.377 -4.480  0.191
5 H 4.348 1.438 0.390  0.196
6 H -0.314 1.996 1.084  0.163
7 C 0.857 0.056 -1.540  0.112
8 C 1.528 2.414 -1.427  -0.245
9 C 3.215 0.737 -1.353  -0.239
10 H 2.105 -1.401 -0.572  0.202
11 H 0.456 2.565 -1.527  0.242
12 N 1.386 0.782 1.266  -0.200
13 C 0.117 -2.103 -0.710  -0.214
14 H 3.490 -0.257 -1.703  0.218
15 O -3.053 -4.069 3.674  -0.600
16 H -0.777 -3.081 3.232  0.234
17 H 0.798 1.379 -4.047  0.182
18 H 2.038 3.052 -2.158  0.194
19 H 0.359 -3.028 -0.210  0.216
20 H -2.510 1.204 1.515  0.211
21 C -2.514 -1.920 2.804  -0.201
22 H -4.069 -0.541 2.286  0.229
23 C -0.264 -1.162 2.425  -0.227
24 C -2.128 0.268 1.896  -0.241
25 H -5.249 -3.420 3.502  0.500
26 H -1.970 -2.554 -0.908  0.218
27 H 3.841 1.465 -1.881  0.198
28 O -0.814 1.403 -2.733  -0.538
29 C -0.747 0.056 1.933  0.053
30 C -3.412 -2.992 3.262  0.777
31 N 2.305 1.587 0.757  -0.231
32 C 3.431 0.879 0.182  -0.235
33 C -1.135 -2.135 2.853  -0.146
34 C 0.148 1.059 1.406  -0.061
35 C -1.449 -0.667 -1.775  -0.223
36 C -3.003 -0.706 2.323  -0.152
37 C 1.994 2.789 0.006  -0.270
38 C -0.295 1.432 -4.046  -0.248
39 H 2.910 3.384 -0.024  0.206
40 O -4.720 -2.673 3.185  -0.690
41 C -0.452 0.263 -2.018  0.230
42 H -2.442 -0.444 -2.136  0.223
43 H 3.486 -0.090 0.676  0.223
44 H 0.803 -1.316 2.454  0.231
45 C -1.182 -1.845 -1.104  -0.238
46 N 1.847 1.027 -1.726  -0.439

Max |F| (eV/A): 1.03
Molar mass (g mol⁻¹): 339.39
HOMO energy (Eh): -0.286
Orbital gap (eV): 8.0
SMILES: COc1ccccc1N1CCN(/N=C/c2ccc(C(=O)O)cc2)CC1
ΔE to the lowest compared entry with this formula, charge and spin (kJ/mol): 326.29

No. 4
ORCA calculation (ωB97M-V/def2-TZVPD) on C17H26N6OPt as an isolated structure.

Each line ends with the natural charge from an NBO analysis.
Geometry (Å):
1 C 0.745 -6.066 -2.408  -0.253
2 H 0.009 -6.552 -3.045  0.253
3 C -0.574 6.832 3.387  0.419
4 N 0.160 3.130 1.723  -0.482
5 C 0.152 -5.883 -1.004  -0.248
6 C 1.313 2.214 1.973  0.788
7 C -0.323 -3.437 -4.565  -0.247
8 H 1.672 -0.892 -0.256  0.239
9 H -0.707 -1.607 -3.666  0.421
10 H 0.863 -1.811 -4.031  0.418
11 H 1.631 -6.698 -2.392  0.248
12 N 0.045 -2.292 -3.656  -0.770
13 H 2.142 -4.690 -2.988  0.428
14 H -0.486 2.879 0.976  0.444
15 H 0.169 -4.459 0.500  0.424
16 H 1.613 4.218 3.778  0.308
17 H -0.599 8.156 5.055  0.321
18 C 0.179 0.165 0.894  0.099
19 C -1.177 0.227 1.191  -0.175
20 C -1.354 6.343 2.252  -0.172
21 H -1.891 8.469 3.791  0.305
22 H -1.557 0.883 1.966  0.245
23 C -2.041 -0.632 0.530  -0.190
24 C -0.895 8.084 4.005  -0.727
25 N 1.126 -4.736 -3.020  -0.562
26 C -0.025 4.292 2.287  0.498
27 O 2.284 2.652 2.499  -0.481
28 C 0.620 -0.797 -0.015  0.051
29 H -0.175 8.785 3.495  0.385
30 N 1.176 0.929 1.556  -0.594
31 H -3.103 -0.614 0.731  0.280
32 H -2.180 -2.281 -0.841  0.245
33 Pt 0.469 -3.211 -1.851  0.780
34 C -1.122 5.125 1.753  -0.165
35 C 0.546 6.040 3.875  -0.191
36 H -1.714 4.740 0.930  0.266
37 H 2.058 0.450 1.712  0.457
38 H -2.141 6.972 1.854  0.293
39 C 0.755 -4.503 -4.468  -0.249
40 H 0.410 -5.433 -4.918  0.261
41 N -0.214 -1.665 -0.604  -0.449
42 N 0.679 -4.627 -0.364  -0.767
43 C -1.531 -1.569 -0.349  0.055
44 H 1.659 -4.200 -4.997  0.241
45 H 1.652 -4.753 -0.086  0.419
46 H -0.432 -3.090 -5.592  0.260
47 H -1.284 -3.824 -4.229  0.228
48 H 0.375 -6.748 -0.379  0.259
49 H -0.929 -5.776 -1.060  0.229
50 C 0.806 4.819 3.388  -0.140
51 H 1.146 6.443 4.683  0.294

Max |F| (eV/A): 0.47
Molar mass (g mol⁻¹): 525.51
HOMO energy (Eh): -0.759
Orbital gap (eV): 5.5
Charge: +4

No. 5
ORCA calculation (ωB97M-V/def2-TZVPD) on one molecule with the formula C10H21NO2.

Each line ends with the natural charge from an NBO analysis.
Geometry (Å):
1 H 2.192 3.513 -0.202  0.202
2 O -2.559 1.728 0.518  -0.692
3 H 1.850 -0.810 -0.976  0.181
4 H -0.588 -2.740 -0.879  0.204
5 H -2.902 -2.093 -0.136  0.220
6 H 1.600 1.517 -1.570  0.196
7 H 0.599 3.704 -0.938  0.208
8 C -2.374 -1.561 -0.930  -0.388
9 H 1.292 -1.370 1.973  0.198
10 H -2.640 -2.022 -1.883  0.208
11 C -0.865 -1.693 -0.728  -0.397
12 H -2.692 2.087 1.410  0.496
13 H 1.281 -2.587 0.696  0.194
14 H 0.132 1.303 -0.616  0.193
15 C -0.406 -1.262 0.663  -0.407
16 H -0.990 -1.810 1.407  0.213
17 H 3.683 -1.020 1.272  0.347
18 H 3.554 -2.065 0.019  0.353
19 C 1.165 1.650 -0.578  -0.389
20 H -0.351 -1.102 -1.488  0.194
21 C -2.996 0.461 0.449  0.801
22 H 2.983 1.216 0.457  0.218
23 C 1.174 3.130 -0.216  -0.600
24 C 1.077 -1.533 0.912  -0.398
25 O -3.469 -0.108 1.396  -0.601
26 C 2.055 -0.671 0.091  -0.047
27 H 0.737 3.285 0.768  0.198
28 C 1.963 0.826 0.431  -0.411
29 H -3.844 -0.056 -1.392  0.244
30 N 3.439 -1.094 0.289  -0.829
31 H -2.180 0.531 -1.517  0.225
32 C -2.850 -0.106 -0.939  -0.521
33 H 1.534 0.954 1.427  0.192
34 H -0.606 -0.202 0.812  0.194

Max |F| (eV/A): 0.69
Molar mass (g mol⁻¹): 187.28
HOMO energy (Eh): -0.335
Orbital gap (eV): 9.9
SMILES: CCC[C@@H](N)CCCCCC(=O)O
ΔE to the lowest compared entry with this formula, charge and spin (kJ/mol): 5.73

No. 6
ORCA calculation (ωB97M-V/def2-TZVPD) on C35H48BrIrN4O4P as an isolated structure in a non-equilibrium geometry.

Each line ends with the Mulliken spin population.
Geometry (Å):
1 C -1.512 2.970 -1.303  -0.016
2 Br -2.721 4.732 -4.866  0.007
3 H 3.328 1.467 -3.911  0.004
4 H 4.517 -0.325 -2.791  -0.005
5 H 4.179 -3.599 2.540  0.000
6 H 2.051 -1.942 -3.426  0.002
7 N -1.280 -1.953 0.983  0.159
8 C 2.060 -0.904 -3.751  0.004
9 C 1.256 -0.531 5.056  -0.001
10 H -0.156 -4.143 3.267  0.000
11 H 3.602 1.839 -0.299  0.008
12 C -1.308 2.403 -4.010  -0.013
13 N -3.030 -0.301 -0.459  0.323
14 H -4.331 -0.402 -2.140  0.005
15 C -0.191 2.517 1.702  -0.036
16 H -4.503 -1.577 0.377  0.007
17 O 1.454 -0.565 2.681  0.038
18 H -4.148 -3.429 1.892  0.001
19 C -2.374 2.471 3.285  0.000
20 N -1.147 1.622 1.433  0.305
21 H 0.536 4.131 2.905  0.001
22 C -2.008 3.870 -2.238  0.000
23 H -3.060 0.819 -2.231  0.011
24 H -3.385 1.723 -0.130  -0.007
25 C 3.307 2.111 0.713  -0.010
26 C 1.170 0.297 3.790  -0.003
27 C -0.447 -2.647 1.764  -0.016
28 H 4.165 -1.231 1.733  -0.003
29 P 1.673 -0.141 1.142  0.251
30 H -4.788 0.683 0.145  0.013
31 H 0.165 0.709 3.679  0.001
32 H -0.339 0.618 -3.420  0.052
33 H -2.443 4.804 -1.912  0.004
34 H 1.002 0.082 5.919  0.000
35 C -0.256 3.415 2.747  0.006
36 H -4.285 1.059 2.341  -0.003
37 C -0.813 1.520 -3.062  0.071
38 C -2.740 -1.780 -3.807  0.008
39 H 1.888 1.120 3.806  0.001
40 H 0.557 -1.364 5.001  0.000
41 H 2.531 2.878 0.658  0.004
42 N -1.252 -1.504 -1.978  0.213
43 H 2.706 -2.765 3.048  0.001
44 H -3.173 -0.270 2.123  0.001
45 C -3.088 -3.216 1.892  0.000
46 C -2.253 1.628 2.181  -0.004
47 C -3.399 0.743 1.793  0.017
48 C -0.482 -2.476 -2.459  -0.008
49 H -3.480 -2.307 -0.850  -0.007
50 C 3.257 -3.138 2.188  0.001
51 H 4.191 -2.401 0.398  0.001
52 H -2.159 -3.225 -5.284  0.000
53 H 2.824 -0.795 -4.518  0.001
54 H -3.274 2.433 3.881  0.001
55 C -3.475 -1.623 0.002  0.018
56 C -1.364 3.368 3.582  -0.003
57 H 1.648 1.867 -3.494  -0.005
58 C 4.497 2.628 1.498  0.000
59 C -1.909 -2.752 -4.344  -0.001
60 C -0.938 1.761 -1.692  0.480
61 C 3.766 -0.441 -2.014  0.146
62 C -0.776 -3.134 -3.641  -0.004
63 C -2.227 -3.893 2.738  -0.003
64 H 3.701 -1.488 -1.726  0.004
65 H -1.211 2.190 -5.066  0.001
66 H 2.261 -0.926 5.198  0.000
67 C -3.702 0.767 0.288  0.000
68 H 1.095 -0.665 -4.192  0.000
69 C 2.401 0.038 -2.580  -0.046
70 O 1.467 0.050 -1.567  0.545
71 H 0.652 2.520 1.021  0.000
72 C 2.589 1.479 -3.114  0.067
73 O 2.416 -1.440 0.614  0.021
74 H -1.446 4.026 4.435  0.000
75 C -0.872 -3.614 2.656  0.007
76 H 4.220 2.776 2.541  0.000
77 H -0.135 -3.924 -4.003  0.001
78 H -1.581 3.249 -0.261  0.016
79 C 3.600 -2.016 1.229  0.005
80 O 2.805 0.960 1.406  0.011
81 H 4.828 3.579 1.086  0.000
82 C -2.387 -1.179 -2.609  0.006
83 H 2.664 -3.903 1.687  0.000
84 C -3.281 -0.196 -1.899  0.038
85 H 0.386 -2.733 -1.865  0.012
86 H -2.604 -4.630 3.431  0.000
87 C -1.935 3.566 -3.589  0.021
88 H 4.057 0.146 -1.145  -0.006
89 H -3.661 -1.503 -4.300  0.000
90 C -2.577 -2.262 1.023  0.016
91 Ir -0.431 -0.011 -0.340  2.246
92 H 0.602 -2.438 1.658  0.008
93 H 2.933 2.141 -2.322  0.005
94 H 5.326 1.923 1.453  0.000

Max |F| (eV/A): 1.52
Molar mass (g mol⁻¹): 891.89
HOMO energy (alpha / beta) (Eh): -0.469 / -0.488
Orbital gap (alpha / beta) (eV): 8.1 / 5.4
Spin multiplicity: 6
ΔE to the lowest compared entry with this formula, charge and spin (kJ/mol): 21.32
Charge: +2